A single C12H17BrFNO4 molecule, computed with the ωB97M-V functional and the def2-TZVPD basis.

Summary:
* 2S+1: 1

Atoms and positions in Å:
O: -3.14 0.60 -0.72
C: -2.99 0.69 0.46
O: -3.11 -0.35 1.32
C: -1.93 -1.16 1.43
C: -0.98 -0.65 2.50
C: 0.00 0.47 2.06
C: 1.48 0.09 1.96
C: 1.93 -0.75 0.78
Br: 3.85 -1.24 1.26
N: 1.21 -1.93 0.45
C: 0.65 -1.85 -0.85
O: 0.22 -2.78 -1.46
C: 0.67 -0.37 -1.23
C: 0.52 0.00 -2.69
C: -0.39 1.20 -2.95
C: -0.32 2.39 -2.08
O: 0.23 2.38 -3.41
C: 2.02 -0.08 -0.60
F: 2.45 1.21 -0.59
H: -2.72 1.64 0.94
H: -1.47 -1.25 0.45
H: -2.28 -2.16 1.70
H: -1.61 -0.25 3.29
H: -0.42 -1.48 2.93
H: -0.35 0.96 1.15
H: -0.04 1.25 2.82
H: 1.78 -0.37 2.90
H: 2.05 1.02 1.88
H: 0.64 -2.38 1.15
H: -0.16 0.01 -0.64
H: 0.09 -0.85 -3.23
H: 1.48 0.25 -3.14
H: -1.36 0.96 -3.37
H: 0.42 2.43 -1.30
H: -1.17 3.05 -2.02
H: 2.75 -0.69 -1.14

The net atomic charges from Löwdin, expressed in e, are: 0.1226 -0.3496 -0.0388 -0.1744 -0.1527 -0.1654 -0.2091 -0.6896 0.6936 0.1046 -0.4227 0.1473 -0.1633 -0.0530 -0.2909 -0.0979 -0.0326 -0.3311 0.0447 0.1475 0.1003 0.1318 0.1187 0.1131 0.0927 0.1156 0.0995 0.1129 0.1415 0.1255 0.1232 0.1367 0.1444 0.1023 0.1123 0.1403


3 unconnected molecules or ions with the total composition C12H17BrNO7 at a distorted geometry, computed with the ωB97M-V functional and the def2-TZVPD basis.

Summary:
* 2S+1: 1
* net charge: -1

Atoms and positions in Å:
O: 1.34 -0.13 -1.38
C: 1.21 0.70 -2.31
O: 1.68 0.65 -3.43
C: 0.34 1.94 -2.02
N: -0.75 1.67 -1.09
C: -1.62 0.63 -1.52
C: -2.61 0.97 -2.65
O: -3.04 0.17 -3.41
Br: -3.26 2.84 -2.71
H: 0.02 2.39 -2.96
H: 0.98 2.67 -1.55
H: -1.26 2.50 -0.85
H: -1.10 -0.28 -1.78
H: -2.28 0.39 -0.69
O: 2.59 -5.65 1.43
C: 2.63 -4.70 0.69
O: 2.40 -3.44 1.10
C: 2.42 -2.53 -0.03
C: 3.23 -3.24 -1.09
C: 2.91 -4.71 -0.80
H: 1.40 -2.34 -0.35
H: 2.86 -1.58 0.27
H: 2.98 -2.92 -2.10
H: 4.30 -3.06 -0.93
H: 2.01 -5.04 -1.32
H: 3.74 -5.37 -1.03
O: -2.38 3.62 0.50
C: -2.14 3.10 1.55
O: -1.80 3.81 2.66
C: -1.46 2.91 3.73
C: -2.13 1.59 3.38
C: -2.10 1.62 1.85
H: -0.37 2.82 3.77
H: -1.81 3.33 4.67
H: -1.63 0.73 3.82
H: -3.16 1.60 3.73
H: -1.17 1.21 1.45
H: -2.95 1.12 1.41

The net atomic charges from Löwdin, expressed in e, are: -0.0715 -0.7715 -0.0230 -0.1551 -0.0803 -0.2194 -0.7273 0.0353 0.6598 0.0979 0.1118 0.0317 0.1227 0.1073 0.0868 -0.5105 0.0232 -0.1537 -0.1511 -0.0842 0.1097 0.1167 0.1199 0.1146 0.1269 0.1158 0.0855 -0.4732 0.0255 -0.1608 -0.1535 -0.0820 0.1269 0.1190 0.1153 0.1137 0.1303 0.1209


7 unconnected molecules or ions with the total composition C12H17Cl16NO2, computed with the ωB97M-V functional and the def2-TZVPD basis.

Summary:
* 2S+1: 1

Atoms and positions in Å:
Cl: -2.39 0.92 3.00
C: -2.86 1.82 4.45
Cl: -3.42 3.43 3.96
Cl: -4.15 0.97 5.27
Cl: -1.46 2.02 5.50
Cl: 5.47 5.06 0.95
C: 4.98 4.03 2.31
Cl: 3.24 3.89 2.35
Cl: 5.71 2.44 2.11
Cl: 5.56 4.76 3.81
Cl: 2.80 -1.30 3.58
C: 2.68 -0.04 4.80
Cl: 1.95 -0.70 6.27
Cl: 4.28 0.60 5.18
Cl: 1.65 1.27 4.19
Cl: -2.25 -2.83 2.20
C: -4.00 -2.84 2.20
Cl: -4.58 -4.42 1.63
Cl: -4.61 -2.57 3.84
Cl: -4.62 -1.57 1.14
C: 0.54 -0.04 1.09
C: 0.27 -1.12 0.20
C: 0.79 -0.76 -1.02
N: 1.33 0.49 -0.90
C: 1.18 0.94 0.39
H: 0.28 0.01 2.13
H: -0.30 -1.99 0.48
H: 0.78 -1.26 -1.97
H: 1.81 0.95 -1.65
H: 1.51 1.90 0.74
C: 1.20 -0.13 -4.72
C: 0.55 1.24 -4.77
O: 1.45 2.24 -5.23
H: 1.28 -0.54 -5.73
H: 0.67 -0.84 -4.09
H: 2.23 -0.05 -4.37
H: 0.23 1.54 -3.77
H: -0.34 1.21 -5.40
H: 1.48 2.22 -6.19
C: -1.96 -1.81 -3.45
C: -2.42 -2.35 -2.13
O: -3.05 -3.61 -2.38
H: -1.66 -0.76 -3.31
H: -2.77 -1.83 -4.18
H: -1.12 -2.38 -3.85
H: -3.11 -1.63 -1.68
H: -1.59 -2.56 -1.45
H: -3.26 -4.02 -1.53

The net atomic charges from Löwdin, expressed in e, are: 0.5244 -2.0517 0.5188 0.5332 0.5089 0.5151 -2.0686 0.5235 0.5144 0.5293 0.5477 -2.0368 0.5263 0.5258 0.5039 0.5486 -2.0484 0.5215 0.5172 0.5310 -0.1612 -0.1100 -0.1355 0.0225 -0.1316 0.0200 0.0356 0.0908 0.1413 0.0836 -0.0911 -0.3224 -0.0791 0.0769 0.0258 0.0784 0.1017 0.1116 0.0819 -0.0939 -0.3176 -0.0845 0.0678 0.0815 0.0731 0.0970 0.0907 0.0627


A molecular structure, C12H17Cl2LuNS at a distorted geometry, computed with the ωB97M-V functional and the def2-TZVPD basis.

Summary:
* energy relative to the best compared isomer or geometry (same formula, charge and spin): 1.470 eV
* 2S+1: 1
* net charge: -1

Atoms and positions in Å:
Lu: -0.53 -1.50 0.12
Cl: -0.89 0.61 -1.10
Cl: 0.60 -0.69 2.07
C: -2.50 -1.81 1.31
H: -2.45 -2.00 2.39
H: -2.92 -2.66 0.75
C: 2.68 -1.03 -0.91
C: 1.69 -1.80 -1.27
H: 3.08 -1.09 0.11
C: 0.97 -1.65 -2.60
H: 1.43 -2.71 -0.68
C: 1.95 -1.23 -3.70
H: 0.43 -2.57 -2.89
H: 0.19 -0.86 -2.53
C: 2.84 -0.04 -3.29
H: 2.59 -2.09 -3.94
H: 1.42 -0.97 -4.63
C: 3.32 -0.03 -1.81
H: 3.71 -0.02 -3.95
H: 2.29 0.89 -3.47
H: 4.42 -0.14 -1.81
H: 3.16 0.99 -1.43
S: -3.32 -0.36 0.91
C: -2.65 0.84 2.04
N: -2.23 2.01 1.47
C: -1.96 3.12 2.22
C: -2.05 3.03 3.59
C: -2.27 1.79 4.20
C: -2.55 0.68 3.41
H: -2.05 2.01 0.46
H: -1.67 4.02 1.67
H: -1.88 3.92 4.19
H: -2.20 1.68 5.29
H: -2.65 -0.34 3.81

The net atomic charges from Löwdin, expressed in e, are: 0.6613 -0.0933 -0.1819 -0.7973 -0.0233 -0.0396 -0.1418 -0.3017 0.1012 -0.2782 0.0337 -0.2065 0.0844 -0.0054 -0.1946 0.1069 0.1047 -0.1780 0.0986 0.1046 0.1065 0.1137 0.6989 -0.6060 -0.0276 -0.1324 -0.1316 -0.1480 -0.1352 0.0337 0.1053 0.0859 0.0813 0.1014


A molecular structure, C12H17Cl5O3Os at a distorted geometry, computed with the ωB97M-V functional and the def2-TZVPD basis.

Summary:
* energy relative to the best compared isomer or geometry (same formula, charge and spin): 0.261 eV
* <S²>: 6.0443
* 2S+1: 5
* net charge: -2

Atoms and positions in Å:
C: 1.21 1.30 -0.44
C: 1.35 1.21 0.99
C: 0.04 1.19 1.56
C: 2.63 1.29 1.74
C: -0.92 1.17 0.50
C: -0.22 1.47 -0.79
C: -0.84 1.62 -2.00
C: 2.36 1.44 -1.38
C: -0.24 1.21 3.03
C: -2.40 1.13 0.64
Os: 0.28 -0.64 -0.13
Cl: 2.44 -1.66 4.27
Cl: 2.14 -1.91 0.19
Cl: -0.67 -1.76 1.60
H: 3.43 0.83 1.16
H: 2.55 0.75 2.70
H: 2.92 2.34 1.95
H: 0.39 0.47 3.55
H: -1.29 0.99 3.23
H: -0.02 2.19 3.46
H: -2.67 0.79 1.64
H: -2.84 0.45 -0.10
H: -2.81 2.13 0.49
H: -1.92 1.69 -2.01
H: 0.33 -1.45 -2.50
H: -0.23 1.85 -2.86
H: 3.27 1.05 -0.91
H: 2.50 2.50 -1.62
H: 2.17 0.89 -2.31
O: 1.03 -0.86 -2.10
H: 1.72 -1.49 -1.81
Cl: -1.50 -4.07 -3.34
C: -2.41 -3.73 -1.86
Cl: -1.90 -4.68 -0.45
C: -2.23 -2.25 -1.44
O: -3.22 -1.61 -1.15
O: -0.98 -1.89 -1.46
H: -3.45 -3.95 -2.06

The net atomic charges from Löwdin, expressed in e, are: -0.3934 -0.3024 -0.3389 -0.0498 -0.3662 -0.3731 0.0399 -0.0724 -0.0733 -0.0683 1.0523 -0.7855 0.0624 0.0078 0.0580 0.0233 0.0845 0.0374 0.0572 0.0728 0.0644 0.0578 0.0773 0.0519 0.0657 0.0383 0.0677 0.0721 0.0564 -0.2951 -0.0492 0.5614 -1.0025 0.5837 -0.7816 0.0257 -0.3158 0.0491


A molecular structure, C12H17Cl5O4W at a distorted geometry, computed with the ωB97M-V functional and the def2-TZVPD basis.

Summary:
* 2S+1: 1

Atoms and positions in Å:
C: 0.38 -1.29 -2.08
C: 1.26 -0.16 -2.23
C: 0.45 1.05 -2.16
C: 2.68 -0.21 -2.63
C: -0.91 0.65 -2.08
C: -0.96 -0.78 -1.96
C: -2.20 -1.60 -1.94
C: 0.76 -2.74 -2.16
C: 0.90 2.46 -2.26
C: -2.08 1.56 -2.16
W: 0.41 -0.28 -0.01
Cl: 2.13 1.21 0.30
Cl: 2.16 -1.80 0.60
O: -0.91 0.89 0.48
H: 3.07 -1.22 -2.55
H: 3.29 0.47 -2.03
H: 2.77 0.07 -3.68
H: 1.91 2.60 -1.86
H: 0.25 3.12 -1.69
H: 0.89 2.82 -3.29
H: -1.85 2.53 -1.71
H: -2.94 1.13 -1.63
H: -2.38 1.73 -3.20
H: -3.01 -1.05 -1.45
H: -2.01 -2.53 -1.41
H: -2.53 -1.84 -2.96
H: 1.77 -2.87 -1.77
H: 0.72 -3.13 -3.19
H: 0.09 -3.34 -1.54
H: -0.79 1.86 1.15
O: -0.68 -1.91 0.81
H: -1.41 -1.51 1.31
Cl: 1.00 2.39 5.35
C: 1.00 3.20 3.76
Cl: 0.13 4.72 3.85
Cl: 2.70 3.50 3.28
C: 0.32 2.20 2.70
O: 0.59 1.00 2.80
O: -0.45 2.78 1.82

The net atomic charges from Löwdin, expressed in e, are: -0.3601 -0.3557 -0.2930 -0.0389 -0.2470 -0.2802 -0.0136 -0.0591 -0.0467 -0.0007 1.4359 0.2801 0.0923 -0.3928 0.0786 0.0614 0.1016 0.0468 0.0886 0.1019 0.0878 0.0859 0.1092 0.0872 0.0787 0.1045 0.0355 0.0999 0.0836 -0.0006 -0.4179 0.0081 0.5896 -1.4859 0.6081 0.5644 -0.7375 -0.0792 -0.0208


For reference, energy by record: -95158.164, -98587.395, -218661.493, -83711.510, -83941.862, -85350.042 eV.